[1]
The following is a quantum chemistry calculation of a molecular structure, C3H9NO3, from the OMol25 dataset.

Output
total charge: +1
largest force on an atom: 7.7 eV Å⁻¹
E: -10878.928 eV
highest occupied orbital energy (alpha / beta): -0.5835 / -0.5769 hartree
multiplicity: 2

Geometry as XYZ:
```
16
Properties=species:S:1:pos:R:3:forces:R:3
H 0.6420 0.9503 0.0363 0.0 -1.0 -1.0
O 0.9746 1.9852 0.8915 -3.4 -5.6 4.2
N 0.2046 -0.1332 -0.6715 0.7 0.3 2.8
H 0.9512 2.7793 0.5217 0.6 5.8 -3.3
H -0.4936 0.2765 -1.2814 0.5 0.0 -0.9
C -0.6265 -0.7936 0.3539 -0.8 -2.7 0.3
H -0.0316 -1.1687 1.2282 -0.4 0.6 -0.8
C -1.6701 0.2287 0.8110 3.4 3.5 -3.3
O -2.5195 -0.1085 1.6055 -2.3 -0.9 2.0
O -1.4606 1.3942 0.3321 -1.7 -2.0 1.4
H 0.0376 2.0984 1.4095 2.9 -0.8 -1.4
H -1.1472 -1.7431 -0.0630 0.7 1.6 0.5
C 1.1244 -1.2066 -1.2125 1.0 -0.9 0.6
H 0.5470 -1.8946 -1.8553 0.2 0.6 0.0
H 1.9777 -0.7134 -1.7643 -1.0 -0.8 0.7
H 1.4899 -1.9510 -0.3417 -0.6 2.3 -1.8
```
Forces are in eV/Å.

[2]
The following is a quantum chemistry calculation of C20H24N2O3S in the gas phase, from the OMol25 dataset.

Output
total charge: 0
largest force on an atom: 1.0 eV Å⁻¹
E: -41087.833 eV
highest occupied orbital energy: -0.3280 hartree
SMILES string: CCS(=O)(=O)N1CCN(C(=O)C(c2ccccc2)c2ccccc2)CC1

Geometry as XYZ:
```
50
Properties=species:S:1:pos:R:3:forces:R:3
C 7.0412 0.2361 -0.2341 0.1 -0.1 0.1
C 5.5885 0.4289 -0.6096 -0.3 -0.5 0.6
S 4.5811 -0.5305 0.5579 -0.3 0.5 -0.6
O 4.7010 0.0595 1.8584 -0.1 0.3 0.1
O 4.8905 -1.9224 0.4036 0.0 -0.1 -0.3
N 3.0321 -0.2039 -0.0182 0.9 -0.1 0.3
C 2.0350 0.1782 0.9582 -0.2 0.4 0.4
C 0.8658 0.8377 0.2194 0.2 -0.1 0.4
N 0.3349 -0.0865 -0.7542 0.3 0.0 -0.2
C -0.8627 -0.7293 -0.7261 0.1 0.2 0.2
O -1.1531 -1.5559 -1.5662 -0.2 -0.2 -0.1
C -1.8138 -0.3278 0.4043 -0.3 -0.2 -0.1
C -3.0326 -1.2247 0.3973 0.1 -0.1 0.2
C -3.9451 -1.1708 -0.6472 -0.1 0.0 0.0
C -5.0529 -1.9983 -0.6504 0.0 0.1 -0.1
C -5.2648 -2.8846 0.3919 0.0 -0.1 0.1
C -4.3599 -2.9420 1.4369 -0.1 -0.1 0.0
C -3.2489 -2.1170 1.4375 0.1 0.1 -0.1
C -2.2502 1.1147 0.2910 0.1 0.2 0.0
C -2.6622 1.7975 1.4295 0.0 0.0 0.0
C -3.1087 3.1035 1.3440 0.0 0.0 0.1
C -3.1504 3.7440 0.1171 0.0 0.1 0.0
C -2.7453 3.0701 -1.0219 0.0 0.1 -0.1
C -2.2989 1.7628 -0.9369 0.0 -0.1 0.1
C 1.3348 -0.5069 -1.7151 0.1 -0.3 -0.2
C 2.5144 -1.1509 -0.9836 -0.1 -0.2 -0.5
H 7.2903 -0.8212 -0.2839 0.1 0.0 0.0
H 7.1999 0.5771 0.7860 0.1 0.0 0.0
H 7.6979 0.7897 -0.9020 0.0 0.0 0.0
H 5.2614 1.4584 -0.5060 -0.1 0.1 0.0
H 5.3635 0.0542 -1.6030 -0.1 0.0 -0.1
H 2.5075 0.8669 1.6573 -0.2 0.0 0.1
H 1.6716 -0.6987 1.5144 0.0 0.1 0.0
H 0.1011 1.1588 0.9221 0.1 0.0 0.0
H 1.2356 1.7207 -0.3148 -0.1 0.0 0.1
H -1.2913 -0.4789 1.3560 0.0 0.1 -0.1
H -3.7852 -0.4829 -1.4626 0.0 0.1 -0.1
H -5.7541 -1.9519 -1.4707 -0.1 0.0 -0.1
H -6.1309 -3.5299 0.3889 -0.1 0.0 0.0
H -4.5162 -3.6324 2.2531 0.0 0.0 0.1
H -2.5432 -2.1728 2.2555 0.1 0.0 0.1
H -2.6370 1.2987 2.3883 0.0 -0.1 0.1
H -3.4263 3.6218 2.2367 0.0 0.0 0.1
H -3.4996 4.7635 0.0494 0.0 0.1 0.0
H -2.7788 3.5630 -1.9824 0.0 0.0 -0.1
H -1.9842 1.2433 -1.8303 0.0 0.0 -0.1
H 0.8676 -1.2214 -2.3942 0.1 0.1 0.1
H 1.6810 0.3689 -2.2737 0.0 0.0 0.0
H 3.3150 -1.4016 -1.6783 -0.1 -0.1 -0.1
H 2.1850 -2.0751 -0.4894 0.0 0.0 -0.1
```
Forces are in eV/Å.

[3]
The following is a quantum chemistry calculation of C5H7NO in the gas phase, from the OMol25 dataset.

Output
total charge: 0
largest force on an atom: 3.2 eV Å⁻¹
E: -8832.954 eV
highest occupied orbital energy (alpha / beta): -0.3016 / -0.3004 hartree

Geometry as XYZ:
```
14
Properties=species:S:1:pos:R:3:forces:R:3
C -0.9471 1.7380 0.5117 -1.2 0.9 2.8
C 0.6182 -2.1653 1.4778 -0.3 0.2 -0.1
C -0.1092 -1.1939 0.9105 -0.5 -0.8 0.7
C -0.2881 0.5647 -0.6033 1.2 -2.5 -1.6
C 0.4351 1.3314 -1.6837 -0.2 0.0 0.2
N 0.4587 -0.2914 0.0829 0.1 1.7 -0.9
O -1.3725 1.5080 1.5577 0.5 0.4 -1.3
H 0.1811 -2.8959 2.1344 -0.2 -0.1 0.1
H 1.6646 -2.2590 1.2438 0.2 0.1 0.0
H -1.1816 -1.1174 1.1134 0.0 -0.1 0.0
H -1.3147 0.2583 -0.8995 0.2 0.1 0.3
H 1.3566 1.7411 -1.2843 0.1 0.0 0.0
H -0.1844 2.1344 -2.0692 -0.1 0.1 -0.1
H 0.6834 0.6472 -2.4922 0.0 0.0 0.0
```
Forces are in eV/Å.

[4]
The following is a quantum chemistry calculation of 2 unconnected molecules or ions with the total composition C5H15NO, from the OMol25 dataset.

Output
total charge: 0
largest force on an atom: 4.6 eV Å⁻¹
E: -8963.637 eV
highest occupied orbital energy: -0.3039 hartree
SMILES string: CCCN(C)C.O

Geometry as XYZ:
```
22
Properties=species:S:1:pos:R:3:forces:R:3
C 0.0362 -0.1231 2.2868 -1.8 0.4 2.0
C -0.8722 0.6346 1.2303 -0.3 -4.5 0.3
C 0.0201 1.0478 0.0964 2.3 1.3 1.9
N 0.9818 -0.0185 -0.3092 -2.3 -0.7 -0.1
C 0.3567 -0.9387 -1.3324 3.7 -0.1 1.4
C 2.2327 0.6134 -0.6604 0.6 -1.0 1.3
H 0.1627 -1.1861 1.9959 -0.4 0.6 0.6
H 1.0373 0.2657 2.2475 0.4 0.4 0.2
H -0.3979 0.0472 3.4540 1.1 -0.8 -3.3
H -1.3508 1.4259 1.7107 -0.8 1.5 0.5
H -1.7070 -0.1589 0.9699 1.4 1.6 0.1
H 0.6417 1.8983 0.6742 -0.9 -1.7 -1.6
H -0.4545 1.5715 -0.7173 -0.4 0.0 -0.6
H 1.1439 -1.7286 -1.5569 -1.1 0.4 0.7
H 0.4029 -0.4086 -2.2340 -1.3 0.8 -1.8
H -0.5693 -1.3667 -0.9903 -0.3 0.1 -0.2
H 3.0464 -0.1024 -1.0514 -1.5 1.3 0.2
H 2.0101 1.5335 -1.1710 0.6 0.3 -1.3
H 2.5389 0.9639 0.3359 0.8 0.0 -0.3
O -3.1156 -0.9826 -1.9465 0.2 -2.1 1.7
H -2.8149 -1.9258 -2.0547 -0.3 1.3 -0.5
H -3.3291 -1.0617 -0.9775 0.1 0.7 -1.2
```
Forces are in eV/Å.